1.
Density functional theory data (ωB97M-V/def2-TZVPD) for 4 unconnected molecules or ions with the total composition C27H58Br2ClFO20P4 in a non-equilibrium geometry.

Summary:
net charge: 0
energy: -9641.7306 Eh
gap between HOMO and LUMO: 8.38 eV
E_HOMO: -8.65 eV
structure (SMILES): CC(=O)OC(=O)C[C@](O)(F)O[C@H](COCOCCO)[C@](O[C@@H](PP(=O)(O)O)[PH2]=O)([C@H](Br)[C@H](C)Br)P(O)Cl.COCCOC.COCCOC.COCCOC

Geometry (Å):
O (-2.475, 1.754, -1.694)
C (2.520, 6.123, -0.102)
C (2.905, 0.124, -0.884)
H (2.354, 1.490, 0.663)
O (-5.516, -2.707, -2.270)
H (2.160, -4.349, -0.045)
Br (-3.485, 5.896, -2.072)
H (2.600, -3.413, -2.369)
H (-2.658, 0.657, 4.863)
H (0.888, -0.598, 3.474)
P (-2.268, 0.071, 0.567)
H (-5.151, 4.744, -0.070)
P (-3.306, -0.695, -2.108)
H (1.549, -3.488, 3.409)
C (1.999, -3.317, 0.270)
O (-0.731, 0.165, 4.453)
C (-5.822, 4.136, -0.685)
H (3.827, 3.229, -0.007)
C (-0.130, -0.895, 3.723)
C (-5.191, 3.682, -2.021)
H (-6.206, 3.294, -0.093)
O (-0.585, 2.534, -2.946)
O (3.923, 4.096, -0.417)
H (-0.835, 5.425, -1.048)
O (-0.895, -0.391, 0.286)
H (0.604, 6.951, -1.340)
P (-4.611, -2.194, -1.258)
H (-2.414, -1.057, 4.489)
H (0.964, -4.517, 2.091)
C (0.556, 1.976, -2.449)
C (-3.158, 0.813, -0.930)
C (3.465, 5.053, 0.532)
C (-2.541, 3.161, -1.492)
C (2.869, -5.095, 2.925)
F (0.596, 0.727, -3.040)
H (-1.510, 4.228, -3.183)
C (0.196, -1.388, 7.183)
H (-2.878, -0.641, 6.900)
O (3.545, 1.190, -1.515)
H (-4.204, 0.993, -0.623)
H (5.269, -5.922, 1.948)
H (0.744, -2.329, 7.189)
O (-1.126, -1.655, 6.745)
C (-0.305, 4.629, -1.589)
C (2.466, 0.397, 0.562)
C (-3.688, 3.932, -2.263)
O (3.203, -5.945, 1.836)
H (2.585, -2.665, -0.369)
O (3.278, 0.871, -3.686)
H (0.872, -6.999, -2.512)
H (2.887, 4.519, 1.302)
C (3.162, -3.553, -3.291)
C (1.180, 6.336, -2.057)
H (0.182, -0.984, 8.201)
H (2.760, -6.626, -3.990)
C (-1.874, -0.474, 6.496)
H (-0.091, -1.817, 4.308)
H (3.112, -2.632, -3.870)
H (2.213, 3.443, -2.213)
O (-3.650, -3.447, -0.834)
O (-5.381, -1.719, 0.101)
O (2.668, -0.889, -1.382)
H (-3.225, -3.238, 0.016)
H (4.306, 5.544, 1.040)
C (2.437, -5.803, -3.343)
H (-4.303, 2.510, 0.725)
H (1.323, 2.178, -0.716)
H (-1.227, -4.429, -2.923)
O (0.411, 5.331, -2.631)
H (4.212, -3.763, -3.058)
H (3.065, -5.811, -2.446)
O (2.409, -3.103, 1.617)
H (1.488, 7.018, -2.862)
Cl (-0.757, 3.120, 1.274)
H (0.453, 4.205, -0.925)
H (1.901, 2.892, -3.911)
H (0.941, -3.056, 0.156)
H (-5.676, 4.333, -2.754)
O (0.570, 1.710, -1.098)
C (2.958, 1.474, -2.767)
H (0.707, -0.689, 6.517)
H (-6.694, 4.773, -0.870)
H (4.564, -6.214, 0.346)
C (0.980, -6.014, -2.979)
H (-3.909, -0.165, -3.273)
H (3.765, -4.624, 3.342)
H (-0.411, -3.252, -1.874)
H (-5.731, -2.533, 0.504)
H (-1.437, 0.383, 7.017)
C (4.462, -5.637, 1.264)
O (0.535, -5.054, -2.029)
H (0.248, -3.586, -3.485)
P (-2.511, 3.810, 0.309)
H (-3.538, 3.703, -3.324)
H (3.237, 0.065, 1.264)
H (-3.037, -1.100, 0.836)
C (-0.252, -4.030, -2.621)
C (-1.986, -0.195, 5.011)
C (1.933, 2.602, -2.860)
H (-2.394, 0.876, 1.718)
O (-3.645, 3.020, 1.217)
H (1.550, 6.092, 0.416)
C (1.855, -4.046, 2.517)
H (-0.679, -1.071, 2.791)
H (1.485, -0.038, 0.766)
Br (-5.860, 1.927, -2.631)
O (2.618, -4.601, -4.080)
C (-1.205, 3.631, -2.311)
H (4.544, -4.574, 1.021)
H (2.977, 7.121, -0.053)
O (2.345, 5.797, -1.481)
H (0.354, -5.997, -3.876)
H (2.428, -5.730, 3.700)

Atomic partial charges in e from the Löwdin method, atoms 1 to 2: atom 1 (O): -0.201, atom 2 (C): -0.161

2.
Density functional theory data (ωB97M-V/def2-TZVPD) for 7 unconnected molecules or ions with the total composition C27H58N11O7S in a non-equilibrium geometry.

Summary:
net charge: +1
energy: -2590.6127 Eh
gap between HOMO and LUMO: 7.79 eV
E_HOMO: -10.49 eV

Geometry (Å):
H (3.791, 0.437, 2.972)
O (1.725, 1.829, 0.858)
H (-4.286, 5.927, 3.107)
C (-1.010, -0.873, -2.322)
C (6.980, 1.305, -5.928)
H (7.832, 0.661, -5.709)
H (8.433, 1.912, -2.564)
C (4.310, -2.006, -3.019)
N (5.570, -3.652, -1.956)
H (3.612, -1.618, -3.750)
C (-3.255, -2.672, -2.549)
C (-3.267, 6.980, 1.764)
O (-2.295, 6.238, 1.823)
H (2.040, -2.432, -0.464)
H (4.915, 0.039, 4.954)
H (0.253, 0.071, -0.863)
H (5.047, -1.201, -2.935)
H (-6.020, -3.478, -1.268)
C (-3.290, 8.189, 0.860)
C (4.380, 0.330, 5.851)
H (-4.098, 8.117, 0.132)
N (4.079, -4.092, -0.212)
N (-4.367, 6.741, 2.519)
C (1.546, -1.154, -2.098)
H (-5.497, -0.881, 0.714)
H (-6.450, 6.888, 2.295)
C (2.264, -2.365, -1.527)
H (6.306, -3.001, -1.682)
H (-5.765, 2.199, 2.271)
H (0.885, 4.017, 1.368)
H (5.046, 1.647, 3.320)
H (-0.749, -0.486, -3.303)
H (-5.768, 7.881, 3.590)
C (4.419, -3.329, -1.218)
H (6.404, 0.869, -6.738)
H (-5.592, -9.092, 1.086)
C (-5.017, -8.209, 0.806)
H (0.415, -0.003, 1.838)
N (6.605, 1.978, -3.598)
S (-1.528, -2.604, -2.601)
C (-4.997, 1.457, 2.493)
H (5.928, -3.151, -3.996)
N (3.760, -2.251, -1.654)
H (2.207, -0.300, -1.949)
H (5.107, 0.668, 6.591)
H (-4.512, 1.733, 3.431)
C (-3.715, 0.327, 0.647)
H (-4.251, -1.374, 1.878)
C (3.978, 1.496, 3.156)
C (-5.599, 7.507, 2.579)
C (-4.423, -0.983, 0.875)
H (7.954, 3.516, -3.128)
H (-2.342, 8.235, 0.334)
H (4.741, -4.785, 0.094)
N (0.310, 3.305, 1.791)
H (-4.571, -8.384, -0.167)
O (-3.929, -3.151, -1.463)
H (-4.369, -6.477, -1.501)
H (2.869, 1.745, 6.301)
C (-5.208, -3.123, -1.883)
H (3.871, -0.548, 6.252)
O (4.902, 1.091, -4.759)
H (-1.509, 4.330, 1.972)
H (-5.478, 0.494, 2.624)
C (0.730, 2.056, 1.549)
C (-0.829, 3.743, 2.583)
H (-6.350, -6.767, 1.608)
N (-4.027, 1.392, 1.418)
N (-4.052, -2.398, -3.527)
H (-5.784, -5.805, -2.332)
C (5.089, -3.277, -3.326)
O (-2.868, 0.414, -0.236)
H (0.008, -1.648, -0.650)
H (-4.217, -8.075, 1.536)
H (-4.004, -1.653, 0.132)
H (1.402, -1.271, -3.170)
H (-0.082, 0.971, 3.236)
H (-5.549, 8.354, 1.904)
H (8.555, 2.320, -4.277)
C (0.207, -0.877, -1.395)
H (-3.419, 9.105, 1.438)
H (3.662, 2.055, 2.281)
C (7.959, 2.456, -3.381)
H (-3.508, 2.227, 1.191)
C (3.181, 1.975, 4.348)
H (-0.478, 4.370, 3.403)
O (-6.877, -5.267, -0.174)
H (-1.350, 2.884, 2.997)
H (5.945, 2.060, -2.840)
N (3.430, 1.380, 5.548)
N (-5.330, -2.674, -3.084)
H (1.928, -3.296, -1.990)
H (7.353, 2.279, -6.246)
H (3.191, -4.042, 0.258)
H (-5.709, -7.535, -1.976)
H (-1.743, -0.222, -1.854)
C (6.074, 1.439, -4.727)
C (-6.130, -6.227, -0.292)
H (-1.089, 0.932, 1.769)
C (-5.454, -6.542, -1.606)
H (4.396, -4.061, -3.627)
N (-5.869, -7.037, 0.764)
O (2.343, 2.856, 4.259)
C (-0.065, 0.922, 2.147)

Atomic partial charges in e from the Löwdin method, atoms 1 to 2: atom 1 (H): 0.081, atom 2 (O): -0.019

3.
Density functional theory data (ωB97M-V/def2-TZVPD) for 3 unconnected molecules or ions with the total composition C27H59FIN3O11P2S in a non-equilibrium geometry.

Summary:
net charge: 0
energy: -3534.6080 Eh
gap between HOMO and LUMO: 8.53 eV
E_HOMO: -8.57 eV
structure (SMILES): CCN[C@@]1(CCCI)OC(=O)[C@@H](P(O)(O)=S)[C@@]1(F)CCP(=O)(OCC)OCC.COCCNCCOC.COCCNCCOC

Geometry (Å):
H (3.595, -0.264, -1.814)
C (-1.934, -1.747, -6.449)
H (2.771, -1.347, 3.344)
O (-0.956, -0.143, 2.080)
H (2.619, -0.445, 4.807)
H (-0.847, -0.234, 8.170)
H (1.267, 0.302, 0.703)
H (-2.569, -1.122, -2.365)
H (-3.613, 2.633, 9.898)
C (1.535, 2.745, 6.176)
H (-1.256, 2.611, 10.483)
C (1.303, -1.322, -9.131)
H (-1.883, 3.024, 1.934)
H (0.272, -4.599, -6.234)
H (0.005, 1.679, 1.736)
H (0.607, -2.375, -6.937)
H (0.564, -3.150, -1.219)
H (1.541, 3.164, 7.188)
H (2.463, 2.183, 6.022)
H (-1.928, 2.830, -2.210)
O (0.663, -0.300, -8.370)
C (2.580, 0.102, -1.859)
H (2.030, 1.362, 2.659)
H (-3.306, 1.997, 8.293)
H (-1.565, 2.170, -0.612)
C (-0.067, -2.501, -1.807)
H (2.409, 0.556, -7.625)
F (2.499, -2.078, -1.153)
O (0.401, 1.935, 5.945)
N (0.785, -3.130, -7.585)
C (1.787, -0.870, -1.011)
C (-0.058, -4.258, -7.219)
C (1.749, -0.633, 0.474)
H (-0.019, 1.593, -2.583)
P (2.762, 1.850, -1.389)
C (2.069, -0.196, -3.258)
H (-0.978, -1.275, -6.208)
C (-0.874, 0.992, -2.290)
C (-0.747, 0.759, 7.725)
H (-1.675, 0.981, 7.179)
N (-0.486, 1.728, 8.782)
H (-2.587, 3.303, 6.694)
O (-2.695, 3.936, 8.676)
H (0.126, -5.083, -7.914)
C (-1.867, 1.925, -1.619)
H (0.891, 1.004, -6.827)
H (-1.350, 0.588, -3.170)
H (2.075, 2.382, 0.509)
H (-0.475, -2.465, -9.168)
H (-2.857, 1.493, -1.624)
H (-2.545, 1.540, 1.212)
H (2.358, -1.409, -8.859)
H (-1.973, -3.678, -8.102)
C (-2.070, 1.968, 2.079)
C (-2.238, 4.105, 7.349)
C (0.454, -1.054, -1.762)
I (-4.495, -2.783, -1.658)
N (-0.536, -0.079, -1.360)
S (4.541, 2.238, -0.783)
H (-1.664, -2.266, -0.343)
H (0.347, -2.307, 0.648)
C (-1.503, -2.684, -1.328)
H (-2.707, -1.256, -5.855)
C (0.376, 0.733, 6.717)
H (-0.297, 0.330, -0.470)
P (0.049, -1.243, 2.658)
H (-2.159, -1.588, -7.505)
H (-2.400, -2.639, -3.274)
H (2.777, -0.592, 0.801)
H (0.203, -0.090, 6.022)
H (0.013, -2.844, -2.827)
C (-1.557, -4.011, -7.145)
C (2.321, -0.461, 3.770)
H (1.503, 3.565, 5.461)
C (1.441, 0.181, -7.282)
H (3.631, 0.659, 2.433)
O (-1.944, -3.126, -6.112)
C (-2.869, 2.598, 9.099)
O (0.891, -0.528, 3.806)
H (-1.146, 4.162, 7.297)
O (1.632, 2.262, -0.337)
H (1.606, -0.586, -6.524)
H (-2.636, 5.052, 6.982)
O (-0.698, -2.400, 3.173)
H (-2.036, -4.967, -6.915)
O (2.669, 0.006, -4.332)
H (0.969, -3.377, -9.648)
O (2.317, 2.659, -2.679)
C (0.586, -2.638, -8.938)
C (-2.530, -2.194, -2.305)
H (-1.658, -3.752, -1.219)
O (0.850, -0.773, -3.149)
C (-1.613, 1.961, 9.681)
H (1.599, 3.261, -2.456)
H (-2.716, 1.883, 2.941)
C (1.049, -1.758, 1.254)
C (-0.766, 1.255, 2.372)
H (1.767, -2.487, 1.597)
H (-0.513, 1.410, 3.410)
H (1.338, 0.565, 7.211)
C (2.835, 0.830, 3.145)
H (3.234, 1.478, 3.910)
H (1.248, -1.036, -10.186)
H (-1.888, 1.009, 10.145)
H (-0.225, 2.608, 8.359)

Atomic partial charges in e from the Löwdin method, atoms 1 to 2: atom 1 (H): 0.128, atom 2 (C): -0.092

4.
Density functional theory data (ωB97M-V/def2-TZVPD) for a molecular structure, C27H59N10O6Y in a non-equilibrium geometry.

Summary:
net charge: +2
energy: -2101.2642 Eh
gap between HOMO and LUMO: 9.41 eV
E_HOMO: -13.47 eV
relative energy (zero: lowest compared OMol25 entry of this formula, charge and spin): 0.205 eV

Geometry (Å):
N (-0.539, -0.280, 2.008)
H (-0.011, 0.728, -4.170)
C (0.811, 2.035, 3.051)
O (0.344, 2.469, -0.014)
H (-1.077, 3.839, 2.630)
H (2.825, -1.277, 2.569)
H (-0.533, 2.861, -2.971)
O (1.315, -1.087, -1.926)
N (-0.628, 1.833, 2.964)
C (5.726, 1.768, 1.580)
N (-2.799, -1.137, -2.514)
H (-1.877, -0.902, -4.397)
H (-3.084, -0.694, 1.697)
C (2.501, -2.487, 0.830)
H (-4.060, -1.681, -0.918)
O (0.636, 1.302, -2.275)
H (-2.126, 0.094, -1.442)
H (5.881, 1.870, 0.509)
H (6.504, 1.110, 1.967)
H (3.088, 3.898, -0.498)
N (3.487, 1.882, -0.150)
H (-1.123, -4.345, -1.077)
H (1.739, 0.985, -4.016)
H (0.130, -3.604, 2.289)
H (-3.577, -1.388, 3.255)
H (-2.969, -3.080, -4.980)
C (-0.721, -4.047, -3.422)
H (1.073, 2.406, 4.046)
H (-1.475, -3.586, 0.435)
C (0.847, 0.611, -3.508)
H (4.552, 1.588, 3.895)
C (-3.062, -3.569, -4.008)
H (3.169, 0.591, 3.458)
H (4.799, 3.562, -0.244)
H (-0.547, -4.009, -4.499)
N (1.017, -2.427, 0.752)
H (-4.320, 0.110, 2.677)
C (-2.716, 1.585, -0.223)
H (-3.535, 0.993, 0.187)
C (3.790, 3.287, 0.074)
H (3.262, 2.122, -2.221)
C (1.037, -0.860, -3.179)
H (-0.826, -5.095, -3.128)
H (2.876, -2.535, -0.192)
H (-2.238, 2.109, 0.605)
H (-3.509, 1.554, 4.688)
N (-1.295, -2.203, -1.107)
C (-3.243, 2.575, -1.240)
N (-2.360, 0.346, 3.365)
N (-1.933, -3.275, -3.123)
C (0.370, 2.663, -2.394)
O (-1.724, 0.711, -0.776)
C (-1.958, -2.264, -2.222)
C (4.218, 0.772, 3.253)
N (4.417, 1.170, 1.862)
H (1.152, 2.756, 2.308)
H (2.815, -3.394, 1.355)
C (3.709, 1.414, -1.521)
H (-2.982, -0.007, 5.328)
H (-3.701, 2.067, -2.092)
C (-1.164, 0.601, 2.764)
H (-4.006, 3.207, -0.778)
H (5.836, 2.744, 2.056)
H (1.193, 3.201, -2.872)
H (-4.009, -3.301, -3.550)
H (-0.180, 4.762, -0.048)
C (-0.892, -3.472, -0.481)
H (1.312, 1.091, 2.868)
H (-3.644, -1.064, -4.485)
C (0.199, 3.170, -0.992)
H (0.144, -3.599, -2.949)
C (3.506, 0.972, 0.882)
Y (0.457, -0.233, -0.167)
H (-4.851, -1.755, -2.507)
C (-4.136, -1.202, -1.893)
H (1.115, -2.265, 2.851)
H (-4.537, -0.197, -1.762)
C (-0.846, -1.697, 2.277)
H (4.779, 1.359, -1.749)
H (0.814, -4.488, 0.294)
C (0.395, -2.561, 2.095)
H (-3.079, -4.644, -4.180)
H (-1.815, 1.302, 5.157)
H (-2.450, 3.228, -1.615)
H (4.187, -1.389, 1.474)
C (-2.818, -0.650, -3.905)
H (-1.646, -2.050, 1.627)
C (-2.685, 0.836, 4.702)
H (-1.178, -1.832, 3.306)
H (-2.932, 0.437, -3.902)
H (-2.481, 2.826, 2.991)
H (4.793, -0.119, 3.511)
C (3.101, -1.278, 1.515)
H (3.675, 3.532, 1.128)
O (-0.097, 4.455, -0.960)
N (2.680, -0.050, 0.829)
C (-3.386, -0.457, 2.715)
O (0.919, -1.676, -4.067)
C (-1.440, 3.010, 3.242)
H (1.150, -3.417, -1.076)
C (0.580, -3.518, -0.155)
H (-1.377, 3.318, 4.289)
H (3.267, 0.436, -1.672)

Atomic partial charges in e from the Löwdin method, atoms 1 to 2: atom 1 (N): -0.018, atom 2 (H): 0.135